(1)
C2H9N2 | the ωB97M-V functional and the def2-TZVPD basis

Results
E_LUMO in eV: -4.11
Charge: +1
SMILES: NCC[NH3+]
Frontier orbital gap in eV: 9.167
E in hartree: -190.8177
HOMO in Ha: -0.4879

Element x y z (Å)
N (-1.7896, 0.9474, -0.1689)
C (-0.8501, -0.1287, -0.2964)
C (0.4683, 0.2667, 0.4103)
N (1.6570, -0.6493, -0.1281)
H (-2.0334, 1.2359, 0.8145)
H (-2.6633, 0.6432, -0.6356)
H (-1.2903, -0.9842, 0.2350)
H (-0.8198, -0.4473, -1.3684)
H (0.8348, 1.4078, 0.3233)
H (0.3506, 0.1470, 1.4874)
H (2.5216, -0.4504, 0.4871)
H (2.0929, -0.2589, -1.0170)
H (1.5212, -1.7293, -0.1431)


(2)
C4H7ClS2 | the ωB97M-V functional and the def2-TZVPD basis

Results
E_LUMO in eV: -0.40
Charge: 0
Frontier orbital gap in eV: 8.596
E in hartree: -1412.9690
HOMO in Ha: -0.3307

Element x y z (Å)
C (1.3955, 0.9199, 0.0806)
C (0.7757, -0.3317, -0.2705)
C (-0.7397, -0.2257, -0.7780)
C (-0.5539, -0.9862, 0.4381)
H (0.7111, 1.3815, 0.8150)
H (2.1776, 0.7541, 0.8653)
H (1.7676, 1.8029, -0.7791)
H (-1.2877, -1.0065, -1.4428)
H (-2.7633, 1.1057, -2.3222)
H (-0.9283, -2.1764, 0.0760)
H (0.3808, -0.4867, 2.8698)
S (-2.0748, 1.0095, -0.6487)
S (-0.8271, -0.2911, 2.1566)
Cl (1.9665, -1.4696, -1.0599)


(3)
C55H41NOP2PdS | the ωB97M-V functional and the def2-TZVPD basis

Results
E_LUMO in eV: 0.41
Charge: 0
Frontier orbital gap in eV: 6.560
E in hartree: -3459.2797
HOMO in Ha: -0.2262

Element x y z (Å)
Pd (0.0915, -0.8904, -0.9531)
O (-1.4655, -0.3444, 2.4883)
S (-0.9124, 0.2807, 1.2477)
C (0.6984, 0.9353, 1.8344)
C (0.8545, 2.2794, 2.0559)
C (1.8954, 2.8308, 2.8395)
C (2.7451, 1.9782, 3.4688)
C (3.8616, 2.2230, 4.4577)
C (4.4508, 0.8151, 4.7456)
C (3.6225, -0.1294, 3.9036)
C (3.7142, -1.4764, 3.7189)
C (2.8437, -2.0753, 2.7854)
C (1.8680, -1.3901, 2.0937)
P (0.9881, -2.2251, 0.7214)
C (2.1823, -3.4793, 0.0948)
C (2.4351, -4.6992, 0.7239)
C (3.3070, -5.6191, 0.1595)
C (3.9359, -5.3336, -1.0452)
C (3.6771, -4.1332, -1.6913)
C (2.7971, -3.2183, -1.1283)
C (-0.2142, -3.3178, 1.5734)
C (-0.9130, -4.2294, 0.7765)
C (-1.8834, -5.0524, 1.3258)
C (-2.1749, -4.9689, 2.6832)
C (-1.4894, -4.0644, 3.4790)
C (-0.5140, -3.2406, 2.9279)
C (1.6857, 0.0134, 2.3455)
C (2.6343, 0.5941, 3.2080)
C (-1.7744, 1.8643, 1.0588)
C (-2.6039, 2.1435, 2.1116)
C (-3.4147, 3.2974, 2.1673)
C (-3.3614, 4.1657, 1.1205)
C (-4.0837, 5.4721, 0.8818)
C (-3.5684, 5.9635, -0.4976)
C (-2.5964, 4.8963, -0.9458)
C (-1.8392, 4.7941, -2.0731)
C (-1.0078, 3.6644, -2.2128)
C (-0.9034, 2.6464, -1.2831)
P (0.2507, 1.2638, -1.7091)
C (0.1785, 1.3003, -3.5500)
C (-0.8540, 0.5878, -4.1607)
C (-0.9456, 0.5160, -5.5409)
C (0.0088, 1.1408, -6.3357)
C (1.0438, 1.8446, -5.7400)
C (1.1262, 1.9282, -4.3542)
C (1.8923, 2.0273, -1.3837)
C (3.0067, 1.1983, -1.5347)
C (4.2793, 1.6609, -1.2487)
C (4.4580, 2.9585, -0.7778)
C (3.3604, 3.7860, -0.6146)
C (2.0832, 3.3253, -0.9236)
C (-1.6961, 2.7330, -0.0838)
C (-2.5163, 3.8792, 0.0245)
H (0.1300, 2.9730, 1.6537)
H (1.9578, 3.9055, 2.9620)
H (3.4705, 2.6867, 5.3644)
H (4.6137, 2.9007, 4.0513)
H (4.3789, 0.5577, 5.8031)
H (5.5053, 0.7569, 4.4726)
H (4.4582, -2.0764, 4.2294)
H (2.9846, -3.1263, 2.5715)
H (1.9240, -4.9448, 1.6482)
H (3.4881, -6.5650, 0.6554)
H (4.6146, -6.0539, -1.4851)
H (4.1477, -3.9181, -2.6426)
H (2.5499, -2.2963, -1.6411)
H (-0.6821, -4.2916, -0.2813)
H (-2.4160, -5.7563, 0.6976)
H (-2.9359, -5.6068, 3.1163)
H (-1.7176, -3.9921, 4.5352)
H (-0.0031, -2.5197, 3.5527)
H (-2.6170, 1.4285, 2.9266)
H (-4.0487, 3.4719, 3.0282)
H (-3.8648, 6.1894, 1.6741)
H (-5.1646, 5.3242, 0.8782)
H (-3.0716, 6.9314, -0.4218)
H (-4.3816, 6.0765, -1.2156)
H (-1.8642, 5.5474, -2.8516)
H (-0.4154, 3.5932, -3.1157)
H (-1.5794, 0.0750, -3.5387)
H (-1.7507, -0.0424, -6.0025)
H (-0.0519, 1.0741, -7.4147)
H (1.7918, 2.3318, -6.3534)
H (1.9386, 2.4817, -3.8988)
H (2.8539, 0.1758, -1.8615)
H (5.1344, 1.0081, -1.3735)
H (5.4501, 3.3162, -0.5316)
H (3.4933, 4.7948, -0.2425)
H (1.2329, 3.9844, -0.7980)
N (-1.1820, -2.3328, -2.1346)
C (-2.2878, -2.6295, -2.0226)
C (-3.6711, -2.9522, -1.8101)
C (-4.1963, -2.8968, -0.5210)
C (-5.5278, -3.2175, -0.3173)
C (-6.3273, -3.5923, -1.3890)
C (-5.7999, -3.6448, -2.6734)
C (-4.4707, -3.3255, -2.8900)
H (-3.5565, -2.6095, 0.3046)
H (-5.9422, -3.1736, 0.6812)
H (-7.3664, -3.8460, -1.2231)
H (-6.4264, -3.9336, -3.5069)
H (-4.0432, -3.3613, -3.8832)


(4)
C6H19N4O2P | the ωB97M-V functional and the def2-TZVPD basis

Results
E_LUMO in eV: 0.99
Charge: 0
SMILES: CN(C)OP(O)N(N(C)C)N(C)C
Frontier orbital gap in eV: 8.854
E in hartree: -950.7553
HOMO in Ha: -0.2890

Element x y z (Å)
C (3.7122, 0.4267, 1.0911)
N (3.0356, -0.0093, -0.1077)
C (3.4821, -1.3004, -0.5807)
O (1.6278, -0.1136, 0.2047)
P (0.7667, 0.5894, -1.0297)
O (0.7417, 2.1311, -0.5939)
N (-0.9677, 0.1498, -0.0487)
N (-1.5702, 1.2945, 0.4250)
C (-2.7740, 1.7586, -0.2467)
C (-1.7372, 1.2325, 1.8724)
N (-1.7369, -0.9305, -0.4327)
C (-2.0857, -1.0068, -1.8409)
C (-1.0887, -2.1533, 0.0035)
H (3.2816, 1.3778, 1.3988)
H (3.6220, -0.2952, 1.9135)
H (4.7641, 0.5730, 0.8490)
H (4.5303, -1.2156, -0.8574)
H (3.3589, -2.0906, 0.1698)
H (2.9012, -1.5544, -1.4665)
H (0.0007, 2.2789, 0.0393)
H (-2.5572, 1.9240, -1.3008)
H (-3.6030, 1.0467, -0.1478)
H (-3.0698, 2.7080, 0.1995)
H (-0.7910, 0.9204, 2.3076)
H (-1.9964, 2.2237, 2.2435)
H (-2.5164, 0.5231, 2.1739)
H (-2.6212, -0.1127, -2.1435)
H (-1.1941, -1.1189, -2.4713)
H (-2.7376, -1.8683, -1.9869)
H (-0.8126, -2.0449, 1.0486)
H (-1.7842, -2.9836, -0.1070)
H (-0.1809, -2.3602, -0.5778)


(5)
C19H31Br2N7O4Sr | the ωB97M-V functional and the def2-TZVPD basis

Results
E_LUMO in eV: -5.87
Charge: +2
Frontier orbital gap in eV: 9.031
E in hartree: -6605.1978
HOMO in Ha: -0.5475

Element x y z (Å)
Sr (-0.2360, 2.5288, -0.5434)
O (2.9208, 1.7914, -2.4690)
C (2.1790, 1.0262, -1.5487)
O (0.8746, 1.1486, -1.6673)
C (2.7214, 1.5080, -0.1809)
C (4.0077, 1.3314, 0.3226)
C (4.3221, 1.9236, 1.5335)
C (3.3700, 2.6845, 2.2147)
C (2.1194, 2.8042, 1.6392)
N (1.8274, 2.2232, 0.4753)
C (0.9323, 3.5704, 2.1522)
O (0.9543, 4.1257, 3.3403)
O (-0.0645, 3.6547, 1.4552)
H (2.3834, 1.8889, -3.2655)
H (4.7402, 0.7591, -0.2310)
H (5.3120, 1.8077, 1.9545)
H (3.6354, 3.1591, 3.1504)
H (1.7871, 4.0244, 3.8181)
Br (-2.3776, 1.1230, -2.9611)
C (-2.6776, 2.9010, -3.6344)
Br (-1.8308, 4.2337, -2.5000)
H (-3.7413, 3.0953, -3.6452)
H (-2.2395, 2.9782, -4.6198)
C (1.7069, -2.4380, -4.0853)
C (2.8821, -2.8074, -3.1806)
N (2.5464, -2.7015, -1.7519)
C (2.4382, -3.9647, -1.0004)
C (1.1271, -4.7017, -1.2516)
C (2.3162, -1.5294, -1.1872)
C (1.7030, -1.4533, 0.1780)
N (2.6131, -0.4130, -1.8360)
H (2.0434, -2.3977, -5.1207)
H (1.2762, -1.4697, -3.8262)
H (0.9200, -3.1875, -4.0173)
H (3.7573, -2.1940, -3.4078)
H (3.1728, -3.8386, -3.3620)
H (2.5698, -3.7605, 0.0591)
H (3.2784, -4.5863, -1.3064)
H (0.2701, -4.0855, -0.9771)
H (1.1026, -5.6144, -0.6582)
H (1.0258, -4.9748, -2.3014)
H (2.4707, -1.3871, 0.9498)
H (1.0865, -2.3239, 0.3760)
H (1.0640, -0.5771, 0.2316)
H (2.9556, -0.5020, -2.7814)
C (-3.8876, -1.6031, 3.1021)
C (-4.6859, -0.3036, 3.1804)
C (-5.5739, -0.1284, 1.9501)
C (-3.7644, 0.9153, 3.4192)
N (-2.9702, 1.2564, 2.2435)
C (-3.2996, 2.0527, 1.2140)
N (-2.3573, 1.9573, 0.3081)
N (-1.4573, 1.0935, 0.8054)
N (-1.8116, 0.6717, 1.9641)
H (-4.5670, -2.4522, 3.0337)
H (-3.2663, -1.7400, 3.9881)
H (-3.2440, -1.6218, 2.2211)
H (-5.3291, -0.3465, 4.0621)
H (-5.0015, -0.2101, 1.0228)
H (-6.1026, 0.8276, 1.9587)
H (-6.3247, -0.9170, 1.9292)
H (-3.0694, 0.7030, 4.2289)
H (-4.3541, 1.7924, 3.6793)
H (-4.1795, 2.6700, 1.1567)


(6)
C5H11N | the ωB97M-V functional and the def2-TZVPD basis

Results
E_LUMO in eV: 1.15
Charge: 0
Frontier orbital gap in eV: 9.747
E in hartree: -251.8028
HOMO in Ha: -0.3158

Element x y z (Å)
C (1.3633, 0.3055, 0.4072)
C (2.4827, 0.5615, 1.3821)
C (-0.7438, 0.0667, -1.7080)
C (-1.9487, -0.9687, 0.2636)
C (-1.2630, 0.2358, -0.3061)
N (0.2122, 0.5461, 0.7957)
H (1.6706, -0.0681, -0.5769)
H (2.2393, 0.1065, 2.3396)
H (3.4293, 0.1711, 1.0159)
H (2.5765, 1.6340, 1.5481)
H (-1.5753, -0.0318, -2.4063)
H (-0.1440, 0.9221, -2.0133)
H (-0.1337, -0.8345, -1.7892)
H (-2.8872, -1.1294, -0.2717)
H (-2.1666, -0.8308, 1.3183)
H (-1.3293, -1.8576, 0.1410)
H (-1.7823, 1.1716, -0.1399)


(7)
C29H27BO4 | the ωB97M-V functional and the def2-TZVPD basis

Results
E_LUMO in eV: -3.92
Charge: 0
Frontier orbital gap in eV: 1.619
E in hartree: -1447.0158
HOMO in Ha: -0.2035

Element x y z (Å)
C (-4.9647, -4.1758, 5.3199)
C (-4.2890, -4.2793, 4.0439)
C (-4.2186, -5.3105, 3.1289)
C (-3.4089, -4.8431, 2.0603)
C (-3.0335, -3.5453, 2.3771)
B (-2.0900, -2.4759, 1.6428)
O (-0.9784, -2.2376, 2.5836)
C (-0.0840, -1.3949, 1.9171)
C (-0.6379, -1.0770, 0.4855)
C (0.2944, -0.1895, -0.2330)
C (-2.0558, -0.4124, 0.6362)
O (-2.8936, -1.2771, 1.3513)
C (-0.8232, -2.4146, -0.2937)
O (-1.6902, -3.2347, 0.4353)
O (-3.5683, -3.2040, 3.5956)
H (-5.4887, -5.1205, 5.5022)
H (-4.2623, -4.0117, 6.1382)
H (-5.6997, -3.3699, 5.3259)
H (-4.6906, -6.2803, 3.2196)
H (-3.1241, -5.3749, 1.1632)
H (0.0427, -0.4551, 2.4908)
H (0.9057, -1.8876, 1.8340)
H (-0.0525, -0.0641, -1.2616)
H (0.3121, 0.7635, 0.3030)
H (1.3023, -0.6128, -0.2561)
H (-1.9757, 0.5544, 1.1724)
H (-2.4950, -0.2167, -0.3641)
H (-1.2517, -2.2080, -1.2950)
H (0.1577, -2.9110, -0.4264)
C (1.3988, 1.8084, -1.2503)
C (0.3501, 2.8213, -1.2990)
C (-0.8822, 2.5747, -1.9461)
C (-1.7567, 3.6276, -2.2168)
C (-1.4393, 4.9357, -1.8340)
C (-0.2520, 5.1752, -1.1364)
C (0.6271, 4.1351, -0.8564)
C (2.5524, 1.9017, -0.3526)
C (3.6616, 1.2256, -0.9606)
C (4.9329, 1.3079, -0.4130)
C (5.1267, 2.1084, 0.7203)
C (4.0302, 2.7169, 1.3597)
C (2.7353, 2.5955, 0.8390)
C (3.2253, 0.7128, -2.2558)
C (1.8572, 1.1014, -2.4494)
C (1.2358, 0.8928, -3.6731)
C (1.9755, 0.3045, -4.7030)
C (3.3194, -0.0681, -4.5220)
C (3.9336, 0.0973, -3.2752)
H (-1.1441, 1.5595, -2.2515)
H (-2.6757, 3.4262, -2.7617)
H (-2.1130, 5.7614, -2.0697)
H (0.0101, 6.1858, -0.8294)
H (1.5718, 4.3474, -0.3575)
H (5.7522, 0.7825, -0.9019)
H (6.1307, 2.2596, 1.1197)
H (4.1871, 3.3060, 2.2640)
H (1.8787, 3.0553, 1.3334)
H (0.1971, 1.1861, -3.8153)
H (1.4981, 0.1332, -5.6628)
H (3.8817, -0.4893, -5.3564)
H (4.9551, -0.2220, -3.0830)


Energy above the lowest of the compared OMol25 structures with the same formula, charge and spin for the records above, in order: 35.5 124.3 4.2 0.0 47.8 37.5 1.6 kcal per mole